1.
Density functional theory data (ωB97M-V/def2-TZVPD) for an isolated ion of composition C6H14N2 and charge +2 in a non-equilibrium geometry.

Calculated values
LUMO energy (eV): -8.6
Frontier orbital gap (eV): 9.732
Energy relative to the best compared isomer or geometry (same formula, charge and spin) (kJ/mol): 56.8
Net charge: +2
SMILES: C=[NH+]C(=C)C[C@H](C)[NH3+]

Each line ends with the Mulliken charge.
Atoms and positions in Å:
1 H 1.34 1.44 0.36  0.391
2 H -1.16 0.37 2.86  0.242
3 C -2.85 1.48 0.97  0.004
4 H 2.71 -1.77 -1.30  0.381
5 C -0.63 -0.09 2.04  -1.254
6 H 0.17 -0.66 2.49  0.271
7 H -2.57 1.65 1.99  0.211
8 H 1.78 -0.91 0.50  0.290
9 C 1.25 -0.57 -0.39  0.219
10 H -0.67 -0.67 -1.33  0.476
11 H 2.06 -0.68 -2.38  0.389
12 H -2.23 0.53 -0.67  0.251
13 C -0.95 -0.07 0.77  0.831
14 C 1.57 0.91 -0.56  -1.573
15 H -3.73 1.94 0.57  0.296
16 N -2.12 0.69 0.30  0.068
17 H -0.44 -1.91 -0.18  0.425
18 H 1.23 -2.00 -1.99  0.349
19 H 1.01 1.41 -1.35  0.426
20 N 1.85 -1.31 -1.60  -0.220
21 H 2.63 1.08 -0.77  0.496
22 C -0.26 -0.84 -0.33  -0.968

***

2.
Density functional theory data (ωB97M-V/def2-TZVPD) for one molecule with the formula C2H6N6 in a non-equilibrium geometry.

Calculated values
LUMO energy (eV): -0.3
Frontier orbital gap (eV): 9.239
Energy relative to the best compared isomer or geometry (same formula, charge and spin) (kJ/mol): 394.2
Net charge: 0
SMILES: [H]/N=c1\nn[nH]n1NC

Each line ends with the Mulliken charge.
Atoms and positions in Å:
1 H -1.36 -0.95 -1.28  0.279
2 H 1.90 0.83 -1.99  0.261
3 C -0.02 -1.00 1.26  0.449
4 C 0.90 1.25 -1.50  -0.841
5 N -2.11 -1.01 0.49  -0.342
6 H 0.29 -1.32 3.04  0.314
7 N -1.23 -0.46 -0.43  -0.123
8 N -1.35 -1.56 1.41  -0.217
9 N 0.71 0.59 -0.07  -0.460
10 H 1.26 2.38 -1.31  0.282
11 N 0.04 -0.55 -0.11  0.264
12 H 0.07 1.44 -2.04  0.413
13 N 0.84 -0.95 2.16  -0.545
14 H 0.06 1.32 0.37  0.266

***

3.
Density functional theory data (ωB97M-V/def2-TZVPD) for a 12-piece molecular cluster, C44H123N11O12 overall in a non-equilibrium geometry.

Calculated values
LUMO energy (eV): 0.2
Frontier orbital gap (eV): 9.326
Energy relative to the best compared isomer or geometry (same formula, charge and spin) (kJ/mol): 51.0
Net charge: 0
SMILES: COC[C@H](C)N.COC[C@H](C)N.COC[C@H](C)N.COC[C@H](C)N.COC[C@H](C)N.COC[C@H](C)N.COC[C@H](C)N.COC[C@H](C)N.COC[C@H](C)N.COC[C@H](C)N.COC[C@H](C)N.O

Each line ends with the Mulliken charge.
Atoms and positions in Å:
1 N -4.27 2.37 -0.45  -0.198
2 H 2.25 -4.89 4.43  0.344
3 H 2.29 1.19 -1.28  -0.264
4 H 0.16 -1.46 3.94  -0.731
5 H 0.12 -1.35 -2.88  -0.821
6 C -2.46 -2.02 1.45  -0.889
7 H -0.21 -2.80 -6.31  0.469
8 C 5.04 2.89 -1.95  -0.898
9 O 4.23 -2.38 2.13  -0.039
10 H 0.18 2.95 1.59  -0.282
11 H 1.34 -3.25 -2.52  0.149
12 H 5.61 6.22 -0.85  0.513
13 H 3.73 -0.74 -3.87  0.220
14 C -5.09 0.17 6.47  -1.542
15 C -2.79 -1.91 -10.52  -1.524
16 H -4.14 0.76 1.25  0.328
17 O -2.41 0.77 3.96  0.585
18 H 0.51 4.01 0.20  0.358
19 C 2.02 0.92 5.65  -1.042
20 H -3.59 4.31 2.26  0.431
21 H 2.87 -3.61 -5.79  0.409
22 H -5.94 -0.51 6.43  0.377
23 H -0.75 -1.09 -6.18  0.411
24 O 7.10 4.90 -1.45  -0.317
25 N 3.15 -4.67 4.85  -0.729
26 H -5.19 1.01 -3.82  0.149
27 H -3.46 -0.38 -5.35  0.234
28 C 4.83 1.15 3.28  0.140
29 H 0.10 -0.64 2.09  -1.281
30 H -3.47 0.12 2.51  0.099
31 O -2.82 -1.66 -1.39  -0.026
32 C -1.25 1.54 3.76  0.241
33 H 3.63 0.46 1.54  -0.307
34 C 4.01 1.37 2.01  -0.423
35 H -3.26 -2.65 1.85  0.595
36 H -3.99 2.25 -3.42  0.214
37 C 4.85 -2.94 4.95  -1.635
38 H -3.38 1.99 5.31  0.506
39 H 1.60 -0.04 5.34  0.335
40 H -5.44 1.19 6.60  0.373
41 C 1.11 -0.30 1.81  -0.254
42 H -1.48 -1.13 -8.44  0.294
43 C 0.62 -0.41 -0.47  -0.236
44 H 0.96 -2.63 4.94  0.253
45 N 3.27 -1.41 -3.24  -0.691
46 C -3.84 -1.26 -0.51  -1.539
47 H -0.79 1.17 2.85  -0.678
48 C -0.12 -4.77 -3.91  -0.744
49 H -4.27 -1.69 -7.62  0.296
50 C 4.82 4.15 -1.09  0.714
51 H -2.48 -2.57 -3.20  -0.265
52 H -4.22 2.69 2.39  0.135
53 H -7.28 1.96 -5.14  0.292
54 C -1.84 -2.14 -8.23  -0.663
55 H -0.38 -0.76 -0.18  -0.316
56 C -0.03 -2.21 4.71  0.136
57 H 1.70 -1.23 1.87  0.400
58 H -0.54 1.51 4.60  -0.363
59 H 3.66 -2.88 0.19  0.334
60 O 0.83 -3.86 -4.39  -0.178
61 H 1.94 1.56 -3.89  0.299
62 H -2.48 0.74 -4.32  0.029
63 H 3.06 -4.09 2.19  0.363
64 H 6.54 0.44 2.34  0.336
65 H -1.51 2.60 3.64  0.468
66 O 1.13 0.38 0.59  1.039
67 C 5.74 5.29 -1.41  -0.960
68 H -6.18 2.02 -6.21  0.296
69 N -0.73 -2.41 9.48  -0.778
70 H 3.57 -2.10 -6.11  0.433
71 H -1.78 -1.69 2.24  -0.749
72 H -4.60 -0.05 7.42  0.273
73 C -3.15 -0.84 0.79  2.735
74 N 1.83 0.93 -2.15  0.199
75 C -0.38 -2.45 7.05  -1.076
76 O -3.94 1.69 -5.38  -0.463
77 H 8.96 5.64 -1.44  0.247
78 O -0.63 -1.68 5.87  0.012
79 C -3.55 3.39 0.35  0.179
80 O 2.10 1.92 -4.80  -0.712
81 H -3.06 -1.79 4.68  0.283
82 H 5.66 -3.68 4.91  0.359
83 C -3.04 0.96 5.25  -0.242
84 H -1.84 -2.57 0.75  0.231
85 H -2.32 0.76 -6.08  0.152
86 H -1.18 -3.29 9.22  0.322
87 C -3.10 -2.36 -9.08  0.369
88 H -2.31 0.76 6.04  -0.247
89 H 0.02 0.15 -3.77  0.517
90 H -1.33 -2.25 -4.99  -0.087
91 H 1.38 0.38 2.62  0.546
92 H -2.51 -0.86 -10.56  0.396
93 H -2.36 -0.13 0.49  -0.576
94 N 3.39 4.52 -1.06  -0.627
95 H 2.86 3.68 -1.30  0.173
96 H -0.80 -4.99 -4.73  0.251
97 H -0.63 -4.41 -3.01  0.206
98 H 2.85 -2.69 4.15  -1.242
99 H -4.75 -0.14 4.38  0.428
100 H -1.96 -2.44 -11.00  0.388
101 H -3.33 -3.42 -9.14  0.255
102 C -1.04 -2.14 -6.03  -0.635
103 C -3.02 0.61 -5.26  -0.029
104 H -5.20 3.91 1.59  0.473
105 C 2.46 -2.24 -4.21  0.740
106 H 5.49 5.69 -2.41  0.352
107 H 7.69 6.75 -2.18  0.314
108 H 4.71 1.79 1.28  0.202
109 C 3.65 -3.44 4.18  2.359
110 C -2.05 3.06 0.38  0.753
111 N -4.27 -1.60 -8.64  -0.664
112 H 4.77 -4.33 2.54  0.341
113 H -1.89 -1.44 8.07  -0.050
114 H 2.35 0.11 -2.52  0.088
115 H 4.03 -2.06 -3.02  0.357
116 H -1.66 2.93 -0.64  0.392
117 H 1.06 -0.57 8.30  0.280
118 H -5.26 2.54 -0.31  0.313
119 C 4.46 -2.38 0.75  -0.968
120 C -4.69 1.91 -4.20  -0.453
121 H -4.49 -2.11 -0.26  0.383
122 H -4.18 -0.61 -8.84  0.281
123 H 4.54 0.38 5.29  0.631
124 H 4.39 -3.13 -4.94  0.337
125 H 2.52 -4.27 -3.29  0.486
126 H 0.25 -2.70 9.58  0.294
127 H 3.17 2.06 2.15  0.387
128 N -6.64 2.65 -5.56  -0.773
129 H 0.29 -5.77 -3.70  0.316
130 H 4.97 3.85 -0.05  -0.038
131 N -4.06 -0.15 1.71  -0.826
132 C -0.01 -0.32 8.35  -1.163
133 H -3.65 4.33 -0.19  0.549
134 C 7.95 6.04 -1.39  -0.787
135 C 3.95 0.56 4.38  -0.087
136 H -5.70 3.81 -2.49  0.353
137 C 3.41 -2.80 -5.29  -1.557
138 H 3.18 5.08 -1.89  0.311
139 H 1.23 1.62 5.92  0.356
140 C -0.01 3.94 1.16  -0.224
141 H 4.61 -1.37 0.35  0.232
142 C -0.21 -0.31 -2.80  -0.009
143 C -6.42 3.51 -3.25  -1.449
144 H -1.88 2.11 0.88  -0.712
145 C 0.50 0.44 -1.70  0.798
146 C -3.27 -2.05 -2.67  -0.313
147 N -3.59 -1.43 5.47  -0.627
148 N 5.89 0.17 3.06  -0.708
149 H 3.02 1.70 -4.99  0.275
150 C -0.83 -1.59 8.23  0.927
151 H 2.57 0.75 6.59  0.495
152 C 3.93 -3.64 2.70  -1.199
153 H 5.44 -0.69 2.73  -0.058
154 H 3.44 -0.37 4.08  -0.367
155 C -4.15 -0.09 5.29  0.189
156 H -5.13 3.86 -4.91  0.345
157 H 0.66 -2.79 7.13  0.504
158 H -3.60 -1.18 -3.25  -0.061
159 H 6.10 2.66 -1.98  0.460
160 H 4.69 -2.76 6.01  0.454
161 H -0.95 -3.38 6.94  0.388
162 H 2.93 -4.35 5.79  0.317
163 O 2.91 1.47 4.71  -0.398
164 H -0.70 -2.94 4.25  0.429
165 H -7.07 2.73 -2.84  0.362
166 H 7.82 6.53 -0.42  0.324
167 H 4.49 2.07 -1.48  0.002
168 H -1.29 -0.40 -2.67  -0.097
169 H -2.83 -1.35 6.14  -0.091
170 C -5.69 3.02 -4.50  0.435
171 H -3.65 -2.21 -11.12  0.365
172 H -4.18 2.66 -1.43  -0.387
173 H 5.22 -2.02 4.50  0.304
174 H -7.10 4.32 -3.53  0.406
175 C -4.17 3.55 1.73  -1.581
176 H -4.11 -2.74 -2.51  0.533
177 H 4.60 3.13 -2.92  0.285
178 H 0.33 4.67 1.90  0.365
179 H 1.78 -1.49 -4.63  0.157
180 H -0.04 1.37 -1.47  -0.622
181 O -1.38 4.18 0.93  -0.523
182 C 1.84 -3.42 -3.48  -0.965
183 H 5.22 2.09 3.67  0.480
184 H -4.49 -0.46 -0.87  0.298
185 H -1.06 -2.83 -8.58  0.340
186 H 5.38 -2.93 0.50  0.424
187 H -0.28 0.34 7.53  0.055
188 O -2.16 -2.32 -6.87  -0.327
189 H 1.29 -1.27 -0.63  0.211
190 H -0.14 0.21 9.30  0.453

***

4.
Density functional theory data (ωB97M-V/def2-TZVPD) for C3H6N2O2 as an isolated structure.

Calculated values
LUMO energy (eV): 0.8
Frontier orbital gap (eV): 9.435
Energy relative to the best compared isomer or geometry (same formula, charge and spin) (kJ/mol): 367.8
Net charge: 0

Each line ends with the Mulliken charge.
Atoms and positions in Å:
1 O -0.76 1.47 0.24  -0.516
2 H -0.46 -0.74 1.96  0.274
3 H -0.15 -1.84 0.57  0.304
4 N 2.53 0.48 -0.69  -0.677
5 O 1.33 -0.46 0.95  -0.315
6 C -0.54 0.15 -0.08  0.710
7 C 1.38 0.17 -0.27  0.147
8 N -1.67 -0.32 -0.74  -0.473
9 C -0.02 -0.82 0.97  -0.559
10 H -2.38 0.34 -1.01  0.226
11 H 2.61 0.98 -1.56  0.258
12 H 0.13 1.85 0.22  0.404
13 H -1.99 -1.26 -0.57  0.215

***

5.
Density functional theory data (ωB97M-V/def2-TZVPD) for one molecule with the formula C2H3N3O2S in a non-equilibrium geometry.

Calculated values
LUMO energy (eV): 0.1
Frontier orbital gap (eV): 9.673
Energy relative to the best compared isomer or geometry (same formula, charge and spin) (kJ/mol): 364.5
Net charge: 0
SMILES: Nn1c(=O)[nH]oc1=S

Each line ends with the Mulliken charge.
Atoms and positions in Å:
1 N -1.12 0.43 -1.24  -0.145
2 N 0.60 -0.64 1.57  -0.619
3 C -0.92 0.57 0.13  0.376
4 O 0.18 0.05 -1.89  -0.268
5 H -1.34 1.25 -1.84  0.301
6 S 2.34 -1.25 -1.17  -0.354
7 H -0.34 -0.83 2.25  0.324
8 C 0.96 -0.62 -0.84  0.430
9 O -1.54 0.98 1.09  -0.496
10 H 1.08 0.53 1.74  0.301
11 N 0.10 -0.49 0.20  0.149